Entry 1:
Below is a molecular structure, C12H11Cl3CuF6NO4S2SbSi, with properties calculated with ωB97M-V/def2-TZVPD.

Geometry as XYZ:
```
42
Properties=species:S:1:pos:R:3:forces:R:3
Cu 0.55455 1.66838 0.62232 0.952 0.623 0.532
N 1.12483 0.37511 -0.68389 0.218 -0.609 1.469
S 0.91529 -0.83549 0.48336 -0.958 0.061 -2.550
C -0.92120 -0.82900 0.71298 1.246 -0.487 0.361
C -1.31721 -1.05164 2.01861 -0.274 0.267 0.007
C -2.67587 -1.03713 2.30269 0.016 -0.017 0.023
C -3.58999 -0.82645 1.28210 -0.005 -0.006 0.017
C -3.16038 -0.66997 -0.02947 0.041 -0.026 -0.087
C -1.80862 -0.68902 -0.33365 -0.238 0.051 0.057
C 0.83878 -2.26270 -0.64198 0.028 -0.307 0.387
C 0.74767 -2.11091 -2.01434 0.256 0.081 0.146
C 0.53651 -3.23691 -2.79614 -0.027 0.014 -0.036
C 0.42880 -4.49326 -2.21468 0.005 0.005 -0.009
C 0.55925 -4.63486 -0.84022 0.014 -0.002 0.003
C 0.76195 -3.51404 -0.04920 0.070 -0.025 -0.022
H 0.03239 1.03151 -1.05905 -0.735 0.623 -1.072
H -0.57969 -1.16324 2.80118 -0.001 0.094 0.014
H -3.01297 -1.15059 3.32495 -0.004 -0.011 -0.003
H -4.64728 -0.76897 1.50969 -0.003 -0.029 -0.004
H -3.87795 -0.51976 -0.82552 -0.016 0.025 0.016
H -1.47197 -0.57800 -1.35366 0.035 0.099 0.021
H 0.89731 -1.12532 -2.43505 -0.085 0.008 -0.068
H 0.45685 -3.12895 -3.87058 0.024 0.001 -0.003
H 0.25511 -5.36414 -2.83509 0.023 -0.001 -0.003
H 0.51010 -5.61595 -0.38408 -0.027 0.003 0.002
H 0.86709 -3.61364 1.02525 -0.040 0.021 0.006
Cl 4.41145 2.61233 -0.68582 -0.332 0.594 0.319
Si 2.66889 1.49906 -0.71530 1.623 -4.382 -0.534
Cl 3.18652 0.66236 1.51709 0.007 0.765 -0.738
Cl 3.77560 -0.39991 -1.49993 -0.059 0.391 -0.001
O -1.40877 2.19041 1.40430 1.652 1.878 0.048
S -0.29063 2.73834 2.28138 -1.158 -2.621 4.980
O -0.75067 3.73842 3.19643 0.023 0.245 -0.221
O 0.25712 1.46074 2.83858 0.217 0.702 0.172
O 1.46697 3.42297 1.95485 -3.533 -0.641 -1.570
F 2.19701 1.94342 -2.19553 -0.321 0.719 0.380
Sb 0.66348 4.16307 0.12085 0.913 5.164 -1.636
F -0.72335 1.84796 -1.19470 0.227 -0.825 -0.699
F 2.41432 4.97161 -0.20159 0.330 -0.850 0.250
F 0.48812 4.95390 -1.63842 -0.080 -0.594 -0.339
F 0.46620 5.83603 1.06323 0.162 -0.221 0.169
F -1.24565 4.50421 0.03803 -0.187 -0.778 0.212
```
Forces are in eV/Å.

Results
2S+1   2
Kohn-Sham gap (alpha / beta)   0.257 / 0.273 Ha
LUMO energy (alpha / beta)   4.00 / 3.56 eV
E_HOMO (alpha / beta)   -3.01 / -3.88 eV
Total charge   -2

Entry 2:
Below is a molecular structure, C12H11Cl5O, with properties calculated with ωB97M-V/def2-TZVPD.

Geometry as XYZ:
```
29
Properties=species:S:1:pos:R:3:forces:R:3
Cl 5.51725 0.13962 -2.20650 0.296 -0.320 -0.261
Cl 5.33024 0.67704 0.78843 -0.707 0.414 0.146
Cl 2.80216 -0.36401 -3.95403 1.769 -0.142 0.824
Cl 2.63601 1.81977 1.90062 -0.767 -0.083 0.405
Cl 0.44313 0.59978 -2.97107 -2.544 0.451 0.255
O 0.14990 1.25023 0.05427 0.735 0.216 -0.218
C 3.97147 0.30602 -1.51027 1.212 0.483 2.519
C 3.86322 0.72772 -0.12435 -0.333 -1.147 -2.741
C 2.85696 0.12959 -2.25162 -1.437 0.204 -1.782
C 2.58467 1.04691 0.36011 0.772 0.214 0.450
C 1.61114 0.51292 -1.78282 -0.085 0.476 3.092
C 1.39445 0.91626 -0.37786 0.790 -0.730 -2.439
C -3.15135 -1.06002 0.46352 -1.123 -1.136 -0.876
C -2.89646 0.40198 0.18565 0.442 -0.274 0.821
C -1.89241 -1.89103 0.78410 -0.467 1.090 -1.865
C -1.90003 0.96067 1.19866 -0.099 1.691 -1.840
C -0.62689 -1.04577 0.53899 -1.500 1.665 -2.123
C -0.50302 0.44063 1.06371 0.443 -1.822 0.582
H -3.78065 -1.17490 1.32752 -0.598 0.294 0.451
H -3.77407 -1.46822 -0.38005 0.741 0.065 0.653
H -2.49228 0.52961 -0.81235 -0.201 0.269 -0.311
H -3.80823 0.98063 0.35806 -0.027 -0.124 -0.594
H -1.96800 -2.28058 1.77365 0.217 -0.170 0.845
H -1.80160 -2.76300 0.10209 -0.085 0.446 0.452
H -2.26134 0.72024 2.15875 -0.434 0.135 1.407
H -1.92492 2.04719 0.95473 0.350 -0.423 1.009
H 0.04623 -1.69772 0.90679 3.377 -1.544 1.041
H -0.50278 -0.97314 -0.59422 -0.058 -0.124 1.419
H 0.07721 0.51157 2.04549 -0.680 -0.075 -1.320
```
Forces are in eV/Å.

Results
Kohn-Sham gap   0.337 Ha
LUMO energy   0.23 eV
E_HOMO   -8.94 eV